Entry 1:
{
  "formula": "C17H24N4O5Pt",
  "method": "ωB97M-V with the def2-TZVPD basis set",
  "elements": ["O", "H", "Pt", "N", "N", "O", "O", "C", "C", "C", "C", "H", "H", "H", "H", "H", "H", "H", "H", "O", "H", "H", "C", "H", "H", "H", "O", "H", "H", "C", "C", "N", "C", "C", "C", "C", "C", "C", "C", "C", "C", "N", "C", "H", "H", "H", "H", "H", "H", "H", "H"],
  "xyz": [[-3.1160, 0.2954, -2.9276], [-3.9834, 0.6250, -2.6056], [-0.6023, -0.3245, -0.1123], [0.3990, -1.6474, -1.1806], [-0.3444, 0.4984, -2.0350], [0.8083, -2.8901, -0.7018], [-0.9971, 1.5170, -2.4322], [0.6429, -1.5367, -2.4902], [0.3135, -0.2582, -2.9795], [1.3000, -2.6609, -3.1584], [0.4751, 0.2346, -4.3467], [0.7219, -3.5911, -3.0684], [2.2997, -2.8499, -2.7461], [1.4267, -2.4580, -4.2260], [0.9634, 1.2087, -4.3500], [-0.4656, 0.3339, -4.8983], [1.1109, -0.4332, -4.9218], [0.5100, -2.9885, 0.2201], [-2.4270, 0.7850, -2.4053], [2.9124, 1.2460, -2.2745], [3.8774, 1.3435, -2.4078], [2.6327, 2.0746, -1.8645], [-2.3980, -0.5536, -0.5209], [-2.9462, 0.3799, -0.8097], [-2.4361, -1.1225, -1.4584], [-2.8911, -1.1261, 0.3318], [-4.9264, -2.6095, 0.9650], [-5.0391, -3.4622, 0.4247], [-4.6528, -2.9316, 1.8123], [3.6529, -0.1113, 0.9240], [2.4546, -0.2142, 0.2015], [1.2404, 0.0761, 0.7193], [1.2021, 0.7026, 1.9405], [2.3854, 0.9103, 2.7286], [3.6097, 0.4532, 2.2020], [2.2232, 1.5609, 4.0176], [0.9681, 1.9660, 4.4739], [-0.2208, 1.7256, 3.6967], [-1.5218, 2.0624, 4.1389], [-2.5935, 1.7631, 3.3073], [-2.3876, 1.0859, 2.0992], [-1.1525, 0.7824, 1.6637], [-0.0765, 1.1008, 2.4200], [4.5771, -0.4822, 0.4518], [2.4200, -0.5563, -0.8250], [4.5267, 0.5612, 2.7962], [3.1291, 1.7327, 4.6249], [0.8619, 2.4768, 5.4409], [-1.6629, 2.5350, 5.1151], [-3.6143, 2.0267, 3.5603], [-3.1899, 0.7442, 1.4703]],
  "forces_ev_per_angstrom": [[-1.2, 0.7, -0.4], [0.9, -0.4, -0.4], [4.1, 2.5, 4.2], [-0.4, -2.2, -2.6], [0.2, -0.1, -3.3], [0.0, -0.4, 0.6], [1.7, -0.1, 0.8], [0.1, 0.3, 3.2], [-1.6, 1.4, 1.6], [0.5, -0.5, -1.3], [0.1, 0.2, -0.9], [0.1, 0.3, 0.2], [-0.3, 0.1, 0.1], [0.0, 0.0, 0.2], [-0.1, 0.1, 0.1], [-0.1, 0.0, 0.3], [0.1, -0.1, 0.0], [0.0, 0.5, -0.5], [-0.9, -0.1, -1.1], [0.9, 0.3, -0.3], [-0.8, 0.0, 0.1], [0.0, -0.1, 0.0], [-4.7, -2.0, -1.2], [0.4, -0.7, 1.2], [-0.7, -0.4, 0.6], [0.2, 0.7, -1.1], [-0.5, -1.8, -1.9], [0.2, 2.0, 1.1], [0.2, -0.2, 0.9], [-0.4, -0.2, -0.9], [-0.2, -0.2, 0.8], [2.6, 0.3, -0.1], [-0.7, 0.6, 1.2], [0.3, -0.2, -0.4], [-0.4, 0.5, 0.9], [-1.2, 0.5, 0.5], [1.9, -0.5, -0.4], [-1.0, 0.2, 0.3], [1.8, -0.1, 0.0], [-0.9, -0.7, -1.3], [0.5, 0.6, 1.0], [-1.3, -0.6, -1.6], [2.1, -0.2, 0.6], [-0.5, 0.4, 0.4], [0.3, -0.1, 0.3], [-0.4, 0.0, -0.2], [-0.6, -0.1, -0.3], [0.1, -0.3, -0.5], [0.1, -0.1, -0.4], [0.1, -0.1, 0.1], [-0.3, 0.2, -0.1]],
  "orbital_gap_ev": [4.5, 7.1],
  "homo_energy_ha": [-0.1744, -0.2864],
  "spin_multiplicity": 3,
  "relative_energy_ev": 0.9700
}



Entry 2:
{
  "formula": "C17H24N4O6S2",
  "method": "ωB97M-V with the def2-TZVPD basis set",
  "elements": ["C", "O", "C", "C", "N", "C", "C", "O", "C", "S", "O", "O", "C", "C", "C", "C", "C", "O", "N", "C", "N", "N", "C", "C", "S", "C", "O", "C", "C", "H", "H", "H", "H", "H", "H", "H", "H", "H", "H", "H", "H", "H", "H", "H", "H", "H", "H", "H", "H", "H", "H", "H", "H"],
  "xyz": [[-2.0651, -3.0836, 2.1449], [-1.7675, -3.0358, 0.7636], [-2.8757, -2.8659, -0.0798], [-3.4790, -1.4558, -0.0764], [-2.5585, -0.5012, -0.6667], [-3.1521, 0.5515, -1.4655], [-4.0862, 1.4805, -0.6623], [-4.2324, 2.7406, -1.2661], [-3.2194, 3.6619, -0.9186], [-1.3824, 0.0483, 0.4097], [-1.8771, 0.0433, 1.7579], [-0.8715, 1.2943, -0.1031], [-0.0099, -1.0776, 0.2234], [0.8057, -1.3324, 1.3071], [2.0271, -1.9499, 1.1020], [2.4201, -2.2782, -0.1903], [3.8282, -2.6989, -0.4621], [4.2596, -3.8212, -0.4658], [4.6539, -1.6239, -0.7460], [4.3598, -0.2908, -0.7416], [5.2001, 0.6529, -1.0327], [4.5302, 1.8180, -0.8912], [3.3228, 1.5344, -0.5268], [2.2545, 2.4619, -0.1327], [2.5321, 2.8904, 1.6298], [3.9876, 3.9578, 1.4250], [3.1424, 0.1888, -0.4140], [1.5576, -2.0811, -1.2640], [0.3365, -1.4680, -1.0544], [-1.1655, -3.4585, 2.6295], [-2.8965, -3.7703, 2.3404], [-2.3027, -2.0932, 2.5420], [-3.6672, -3.5838, 0.1866], [-2.5075, -3.0966, -1.0830], [-4.3944, -1.4705, -0.6698], [-3.7260, -1.1589, 0.9488], [-3.6836, 0.0973, -2.3055], [-2.3244, 1.1441, -1.8564], [-3.6806, 1.5806, 0.3542], [-5.0924, 1.0545, -0.6024], [-3.3238, 3.9726, 0.1275], [-3.3540, 4.5230, -1.5701], [-2.2182, 3.2443, -1.0551], [0.4905, -1.0130, 2.2874], [2.6957, -2.1299, 1.9303], [5.6220, -1.8317, -0.9662], [2.2940, 3.3807, -0.7136], [1.2702, 1.9959, -0.1865], [4.4001, 4.1222, 2.4144], [4.7107, 3.4530, 0.7886], [3.6832, 4.9031, 0.9848], [1.8651, -2.3668, -2.2591], [-0.3362, -1.2583, -1.8704]],
  "forces_ev_per_angstrom": [[0.0, 0.0, 0.1], [-0.1, 0.0, 0.0], [-0.5, 0.0, -0.1], [0.1, -0.8, 0.4], [1.0, 0.2, 0.7], [-0.1, 0.8, -0.2], [0.1, -0.1, 0.0], [-0.2, -0.1, -0.2], [0.0, 0.0, 0.0], [0.3, 0.0, -0.4], [0.1, -0.3, 0.0], [-0.2, 0.0, -0.2], [-0.2, 0.3, 0.0], [-0.1, 0.1, 0.1], [0.0, -0.1, -0.2], [-0.4, -0.4, 0.1], [0.0, 0.3, 0.0], [0.0, -0.3, 0.0], [0.2, -0.4, 0.0], [0.2, 1.2, -0.1], [0.5, -1.6, -0.1], [-1.0, 1.0, 0.1], [0.7, 0.3, -0.5], [0.0, 0.0, 0.7], [-0.1, 0.1, 0.0], [-0.4, -0.3, -0.1], [0.3, 0.0, 0.0], [0.0, -0.1, 0.2], [0.1, 0.0, -0.1], [-0.1, 0.0, 0.1], [0.0, 0.0, 0.0], [0.0, -0.1, 0.0], [0.1, 0.0, -0.1], [-0.1, 0.0, 0.0], [0.1, 0.0, 0.0], [-0.2, -0.1, -0.1], [0.1, 0.0, 0.1], [-0.2, 0.0, -0.2], [-0.1, 0.0, 0.0], [0.1, 0.0, 0.1], [0.0, 0.0, 0.0], [0.1, 0.0, 0.1], [0.0, 0.0, 0.0], [0.0, 0.0, 0.2], [0.1, 0.0, 0.1], [-0.1, 0.0, 0.0], [0.0, -0.1, -0.1], [0.1, 0.1, -0.1], [0.1, 0.0, 0.1], [0.1, 0.1, 0.1], [0.1, 0.1, 0.0], [0.0, 0.0, -0.1], [0.0, 0.0, -0.2]],
  "orbital_gap_ev": 9.1,
  "homo_energy_ha": -0.3185,
  "smiles": "COCCN(CCOC)S(=O)(=O)c1ccc(C(=O)Nc2nnc(CSC)o2)cc1",
  "relative_energy_ev": 0.4402
}



Entry 3:
{
  "formula": "C17H24N5O11",
  "method": "ωB97M-V with the def2-TZVPD basis set",
  "elements": ["C", "C", "O", "H", "H", "H", "H", "H", "C", "N", "O", "O", "H", "H", "H", "C", "N", "O", "O", "H", "H", "H", "C", "N", "O", "O", "H", "H", "H", "C", "C", "C", "C", "C", "C", "N", "O", "O", "H", "H", "H", "H", "H", "C", "C", "C", "C", "C", "C", "N", "O", "O", "H", "H", "H", "H", "H"],
  "xyz": [[-1.1747, -0.5639, 0.8478], [-0.0045, -1.5770, 0.6921], [0.9833, -1.3918, 1.5563], [-1.9189, -1.0440, 1.4991], [-1.6251, -0.2928, -0.1162], [-0.8215, 0.3322, 1.3575], [0.2829, -1.5424, -0.4164], [-0.3979, -2.6309, 0.7977], [1.7611, 2.3564, -1.7774], [0.6773, 2.3535, -0.7464], [1.0318, 2.3974, 0.4001], [-0.4758, 2.2395, -1.1448], [2.2990, 3.2928, -1.6492], [1.2665, 2.3553, -2.7416], [2.4051, 1.5108, -1.5748], [-1.6735, 3.1728, 2.2221], [-0.5026, 3.6056, 3.0392], [0.2854, 2.7523, 3.3683], [-0.3908, 4.7966, 3.2890], [-1.3222, 2.9236, 1.2274], [-2.3711, 4.0035, 2.2344], [-2.1328, 2.3159, 2.7032], [-3.5132, 1.8003, -2.0465], [-4.2791, 2.3506, -0.8919], [-3.7693, 2.3342, 0.2068], [-5.3579, 2.8519, -1.1437], [-2.8792, 2.6104, -2.4024], [-4.2702, 1.5551, -2.7806], [-2.8791, 0.9754, -1.7477], [-3.7781, -4.0679, 2.6409], [-4.7090, -3.0909, 2.2984], [-4.6536, -2.4852, 1.0555], [-3.6591, -2.8682, 0.1795], [-2.7885, -3.9072, 0.4573], [-2.8147, -4.4734, 1.7226], [-3.5189, -2.1538, -1.0872], [-4.2352, -1.1874, -1.2768], [-2.7251, -2.5764, -1.9050], [-3.8690, -4.5728, 3.5945], [-5.5241, -2.8466, 2.9666], [-5.3819, -1.7256, 0.8166], [-2.0676, -4.2062, -0.2877], [-2.2535, -5.3735, 1.9359], [7.5281, 0.1743, -2.2053], [6.4432, -0.4669, -2.7965], [5.2605, -0.6026, -2.0919], [5.1666, -0.0913, -0.8172], [6.2089, 0.6257, -0.2583], [7.3936, 0.7525, -0.9539], [3.9496, -0.3215, -0.0199], [3.6093, 0.5885, 0.7136], [3.4736, -1.4219, -0.1041], [8.4560, 0.2093, -2.7629], [6.5389, -0.9160, -3.7753], [4.4036, -1.0581, -2.5738], [6.0612, 1.0264, 0.7362], [8.2522, 1.1932, -0.4631]],
  "forces_ev_per_angstrom": [[-0.3, -0.7, 0.2], [0.6, -0.2, 0.0], [0.1, 0.2, 0.1], [-0.2, 0.3, -0.1], [-0.2, 0.0, 0.1], [0.2, 0.0, -0.1], [0.2, 0.1, 0.1], [-0.6, 0.1, -0.3], [-0.4, 0.6, 0.0], [0.1, -0.7, -0.4], [-0.2, 0.4, 0.2], [0.2, 0.3, 0.2], [0.1, -0.1, 0.1], [0.1, -0.3, -0.1], [0.0, -0.1, 0.0], [-0.4, 0.4, 0.4], [0.2, -0.3, -0.3], [-0.1, 0.1, 0.2], [-0.1, 0.1, 0.0], [0.0, -0.1, 0.0], [0.0, 0.0, -0.2], [0.2, -0.2, -0.1], [-0.1, 0.2, -0.1], [0.4, 0.1, 0.2], [0.0, -0.1, -0.1], [-0.2, 0.0, 0.0], [-0.1, 0.1, 0.0], [0.2, -0.2, -0.1], [-0.2, -0.1, 0.2], [-0.2, 0.0, -0.2], [0.0, -0.3, -0.1], [-0.2, 0.2, 0.5], [0.1, -0.1, 0.0], [0.5, 0.3, 0.1], [-0.9, -0.6, -0.1], [-0.1, -0.3, -0.5], [-0.1, 0.2, 0.1], [0.0, 0.0, 0.2], [0.1, 0.1, 0.0], [0.1, 0.1, 0.1], [0.2, 0.1, -0.3], [0.0, 0.0, 0.0], [0.4, 0.3, 0.0], [-0.2, -0.1, -0.5], [0.3, 0.0, 0.3], [-0.4, -0.1, -0.5], [0.3, 0.4, -0.3], [-0.5, -0.1, 0.4], [0.5, -0.3, 0.2], [0.5, 0.1, 0.5], [-0.1, -0.1, -0.2], [-0.3, -0.1, -0.3], [0.1, 0.1, 0.2], [0.0, 0.1, -0.1], [0.0, -0.2, 0.3], [0.1, 0.1, 0.0], [-0.1, 0.2, -0.1]],
  "orbital_gap_ev": 4.2,
  "homo_energy_ha": -0.0768,
  "charge": -1
}



Quick rundown of calculated total energy, same order as above: -37456.7629, -57932.0908, -47976.1419 eV